(1)
The following is a DFT calculation (wB97M-V/def2-TZVPD) of a single C6H11N molecule.

Each line ends with the Löwdin charge.
Positions of all 18 atoms, in Å:
C 1.840 -0.571 0.411  -0.0800
C 0.492 0.155 0.441  -0.3792
C 0.544 1.480 -0.363  -0.0813
C -0.653 -0.795 -0.056  -0.3336
C -2.040 -0.432 0.488  -0.0600
C -0.649 -0.601 -1.508  -0.1977
N -0.467 0.034 -2.459  0.1589
H 1.815 -1.513 0.975  0.0772
H 2.628 0.053 0.847  0.0785
H 2.125 -0.801 -0.622  0.0864
H 0.243 0.362 1.497  0.1362
H 0.441 1.360 -1.485  0.0551
H 1.511 1.964 -0.222  0.0724
H -0.248 2.160 -0.023  0.0778
H -0.419 -1.832 0.211  0.1372
H -2.807 -1.078 0.052  0.0830
H -2.068 -0.549 1.576  0.0827
H -2.289 0.604 0.241  0.0864

SMILES = CC(C)[C@@H](C)C#N
Kohn-Sham gap = 11.9746 eV

=====

(2)
The following is a DFT calculation (wB97M-V/def2-TZVPD) of a single C6H11N molecule.

Each line ends with the Löwdin charge.
Positions of all 18 atoms, in Å:
C -0.344 -0.790 -1.434  -0.1049
N -0.306 -0.199 2.172  0.1081
C 0.302 0.065 0.915  -0.2954
C -0.610 0.116 -0.260  -0.5191
C -1.964 -0.283 -0.083  -0.0871
C 2.037 1.277 -0.534  0.0942
C 1.510 0.681 0.705  -0.0995
H -0.460 -1.886 -1.062  0.1172
H 0.669 -0.609 -1.991  0.0960
H -1.109 -0.537 -2.174  0.0785
H 0.093 -1.116 2.542  0.1309
H -1.201 -0.490 1.621  0.0581
H -2.196 -1.310 -0.304  0.0369
H -2.653 0.296 0.600  0.0721
H -0.466 1.177 -0.478  0.1560
H 3.140 1.359 -0.509  0.0617
H 1.440 1.565 -1.300  0.0082
H 2.120 0.685 1.573  0.0881

Kohn-Sham gap = 4.6901 eV

=====

(3)
The following is a DFT calculation (wB97M-V/def2-TZVPD) of a single C6H11N molecule.

Each line ends with the Löwdin charge.
Positions of all 18 atoms, in Å:
C -1.708 -2.404 -0.472  -0.1424
C -0.540 -1.534 -0.137  -0.1989
C -0.702 -0.305 0.460  -0.1162
C 0.318 0.691 0.344  -0.3169
C 1.145 0.467 -0.922  -0.0766
C 0.546 1.629 1.301  -0.1389
N 1.173 2.895 0.983  0.0357
H -2.665 -1.979 -0.300  0.0427
H -1.669 -3.433 0.047  0.0974
H -1.745 -2.478 -1.606  0.0923
H 0.367 -2.234 -0.136  0.1378
H -1.622 -0.112 1.147  0.1468
H 2.208 0.354 -0.887  0.0646
H 0.829 1.130 -1.725  0.0703
H 0.883 -0.414 -1.665  0.1062
H -0.175 1.777 2.193  0.1298
H 2.122 3.013 1.316  0.0760
H 1.234 2.937 0.060  -0.0097

SMILES = C/C=C/C(C)=C/N
Kohn-Sham gap = 8.2381 eV

=====

(4)
The following is a DFT calculation (wB97M-V/def2-TZVPD) of C6H11N as an isolated structure.

Each line ends with the Löwdin charge.
Positions of all 18 atoms, in Å:
C -1.516 -0.126 1.008  -0.0278
C 1.099 -0.594 1.671  -0.0621
C 0.344 -0.036 -2.394  -0.1084
C 0.282 0.475 0.999  -0.3759
C -1.120 0.088 -0.356  -0.2325
C -0.173 -0.587 -1.105  -0.1914
N 0.658 1.690 1.012  0.0968
H 0.021 2.364 0.596  0.0490
H -2.159 0.629 1.447  0.0876
H -1.540 -1.141 1.387  0.0843
H -1.448 1.042 -0.764  0.1233
H 0.141 -1.582 -0.811  0.1031
H 1.343 -0.274 2.685  0.0889
H 0.597 -1.557 1.719  0.0674
H 2.025 -0.733 1.108  0.0810
H 1.316 -0.464 -2.647  0.0694
H -0.334 -0.250 -3.228  0.0720
H 0.463 1.055 -2.328  0.0753

Kohn-Sham gap = 8.3612 eV

=====

(5)
The following is a DFT calculation (wB97M-V/def2-TZVPD) of a single C6H11N molecule.

Each line ends with the Löwdin charge.
Positions of all 18 atoms, in Å:
C -1.835 0.484 -0.489  -0.1852
C -1.349 -0.897 -0.102  -0.1988
C 0.157 -0.945 -0.347  -0.1963
C 0.883 0.020 0.593  -0.4217
C 2.378 0.108 0.245  -0.0984
C 0.253 1.408 0.703  -0.0194
N -0.957 1.490 0.171  -0.0399
H -1.418 2.391 0.224  0.1076
H -1.811 0.624 -1.581  0.1180
H -2.875 0.660 -0.176  0.1158
H -1.563 -1.047 0.965  0.1187
H -1.876 -1.680 -0.656  0.1110
H 0.539 -1.964 -0.234  0.1120
H 0.360 -0.636 -1.384  0.1206
H 0.827 -0.385 1.619  0.1358
H 2.822 -0.896 0.214  0.0738
H 2.532 0.563 -0.740  0.0754
H 2.934 0.705 0.975  0.0712

Kohn-Sham gap = 8.6556 eV

=====

(6)
The following is a DFT calculation (wB97M-V/def2-TZVPD) of a single C6H11N molecule.

Each line ends with the Löwdin charge.
Positions of all 18 atoms, in Å:
H -0.416 -3.012 2.186  0.0560
N -0.310 -1.990 2.135  0.1397
C -0.822 -1.593 1.050  -0.3620
C -1.476 -1.920 -0.225  -0.0467
C -1.088 -0.469 0.144  -0.2296
C 0.046 0.191 -0.618  -0.2006
C 0.640 1.381 0.129  -0.2711
C 1.759 2.057 -0.657  -0.1210
H -0.855 -2.433 -0.961  0.1077
H -2.528 -2.202 -0.191  0.1023
H -1.920 0.199 0.383  0.1452
H -0.309 0.510 -1.611  0.1207
H 0.830 -0.556 -0.797  0.1222
H 1.011 1.038 1.103  0.1142
H -0.159 2.105 0.338  0.1095
H 2.162 2.923 -0.122  0.0690
H 2.584 1.358 -0.839  0.0731
H 1.393 2.399 -1.633  0.0713

SMILES = [H]/N=C1\C[C@@H]1CCC
Kohn-Sham gap = 10.3960 eV

=====

(7)
The following is a DFT calculation (wB97M-V/def2-TZVPD) of a single C6H11N molecule.

Each line ends with the Löwdin charge.
Positions of all 18 atoms, in Å:
C 2.723 0.430 0.136  0.0297
C 1.392 0.732 -0.149  -0.1304
C 0.355 -0.278 -0.326  -0.3285
N 0.716 -1.624 -0.550  0.0729
C -0.985 0.047 -0.090  -0.3030
C -2.156 -0.840 -0.365  -0.0978
C -1.144 1.293 0.730  -0.1027
H 3.441 1.165 0.080  0.0091
H 3.033 -0.616 0.450  0.0677
H 1.306 1.820 -0.260  0.1033
H 0.958 -1.839 -1.489  0.0759
H 1.543 -1.825 -0.039  0.0452
H -1.914 -1.495 -1.307  0.0948
H -2.335 -1.554 0.557  0.1147
H -3.131 -0.281 -0.644  0.0939
H -0.342 1.418 1.402  0.0347
H -2.078 1.127 1.514  0.1349
H -1.381 2.320 0.349  0.0856

SMILES = C=CC(N)=C(C)C
Kohn-Sham gap = 8.7244 eV

=====

(8)
The following is a DFT calculation (wB97M-V/def2-TZVPD) of a single C6H11N molecule.

Each line ends with the Löwdin charge.
Positions of all 18 atoms, in Å:
C 1.096 1.740 -0.822  -0.0398
C 0.361 0.548 -0.083  -0.2668
C 0.829 -1.074 0.056  -0.0962
C -0.554 -1.716 0.602  -0.1695
N -1.333 -0.535 0.439  -0.2298
C -0.983 0.047 -0.796  -0.1969
C -0.626 0.413 1.202  -0.1518
H 1.421 1.538 -1.766  0.0193
H 0.382 2.690 -0.890  0.1218
H 2.075 1.933 -0.410  0.0533
H 1.344 -1.679 -0.711  0.0924
H 1.533 -1.293 0.878  0.0794
H -0.573 -1.865 1.581  0.0553
H -0.747 -2.555 -0.065  0.1174
H -1.705 0.984 -1.121  0.1510
H -1.187 -0.665 -1.673  0.1357
H 0.026 0.118 2.215  0.1710
H -1.358 1.370 1.364  0.1542

SMILES = CC12CCN(C1)C2
Kohn-Sham gap = 9.1924 eV

=====

(9)
The following is a DFT calculation (wB97M-V/def2-TZVPD) of a single C6H11N molecule.

Each line ends with the Löwdin charge.
Positions of all 18 atoms, in Å:
C -2.451 -0.217 -0.961  -0.1181
C -1.356 0.169 0.013  -0.2805
C 0.057 -0.118 -0.522  -0.1895
C 1.078 -0.184 0.626  -0.3767
C 2.535 -0.288 0.176  -0.0662
C 0.848 1.047 1.398  -0.2175
N 0.534 2.069 1.839  0.1643
H -3.437 -0.050 -0.516  0.0724
H -2.381 0.395 -1.866  0.0754
H -2.365 -1.270 -1.248  0.0719
H -1.441 1.238 0.232  0.1006
H -1.516 -0.333 0.980  0.1160
H 0.108 -1.057 -1.089  0.1209
H 0.359 0.675 -1.220  0.1280
H 0.831 -1.053 1.252  0.1462
H 2.680 -1.199 -0.413  0.0825
H 2.804 0.577 -0.438  0.0873
H 3.204 -0.322 1.041  0.0831

SMILES = CCC[C@@H](C)C#N
Kohn-Sham gap = 12.1926 eV

=====

(10)
The following is a DFT calculation (wB97M-V/def2-TZVPD) of a single C6H11N molecule.

Each line ends with the Löwdin charge.
Positions of all 18 atoms, in Å:
C 1.546 -1.225 0.081  0.0291
C 0.792 -0.127 -0.333  -0.3688
C -0.513 -0.262 -0.942  -0.0978
C -1.581 -0.827 -0.357  -0.1619
C -2.963 -0.633 -0.734  -0.1258
N 0.967 1.107 0.425  -0.1027
C 2.316 1.635 0.906  -0.1197
H 0.983 -2.286 0.309  0.1134
H 2.593 -0.977 0.431  0.0450
H -0.646 0.390 -1.752  0.0940
H -1.418 -1.626 0.400  0.1176
H -3.624 -0.116 -0.006  0.0937
H -3.436 -1.536 -1.058  0.0682
H -3.120 0.023 -1.552  0.0604
H 0.214 1.224 1.098  0.1070
H 2.692 1.009 1.822  0.0853
H 2.946 1.529 -0.030  0.0881
H 2.251 2.698 1.294  0.0748

SMILES = C=C(/C=C/C)NC
Kohn-Sham gap = 8.4691 eV

=====

(11)
The following is a DFT calculation (wB97M-V/def2-TZVPD) of a single C6H11N molecule.

Each line ends with the Löwdin charge.
Positions of all 18 atoms, in Å:
C 2.338 -0.569 -1.080  -0.0514
N 1.480 0.330 -1.147  -0.0024
C 0.589 0.660 -0.088  -0.3789
C -0.366 1.779 -0.541  -0.0535
C -0.316 -0.490 0.463  -0.3294
C -0.583 -1.561 -0.311  0.0631
C -0.870 -0.186 1.822  -0.0746
H 2.847 -0.736 -2.073  0.0898
H 2.664 -1.144 -0.277  0.0599
H 1.047 0.954 0.900  0.1359
H -0.205 2.146 -1.486  0.0356
H -0.379 2.713 0.060  0.0836
H -1.418 1.449 -0.484  0.0801
H -1.272 -2.291 -0.230  0.0200
H -0.225 -1.487 -1.318  0.0550
H -0.069 0.266 2.603  0.1313
H -1.327 -1.047 2.298  0.0679
H -1.703 0.487 1.677  0.0682

SMILES = C=N[C@@H](C)C(=C)C
Kohn-Sham gap = 10.3022 eV

=====

(12)
The following is a DFT calculation (wB97M-V/def2-TZVPD) of a single C6H11N molecule.

Each line ends with the Löwdin charge.
Positions of all 18 atoms, in Å:
C -0.593 -0.259 2.204  0.0149
C -0.902 -0.050 0.923  -0.1407
C 0.043 0.256 -0.148  -0.2819
C -0.351 0.700 -1.350  -0.1499
N -1.671 0.990 -1.761  0.0384
C 1.493 0.033 0.083  -0.2450
C 1.906 -1.444 0.191  -0.0918
H -1.330 -0.428 2.971  0.0506
H 0.446 -0.295 2.507  0.0534
H -1.969 -0.044 0.710  0.0921
H 0.403 0.851 -2.106  0.1082
H -2.067 0.355 -2.438  0.0800
H -2.273 1.145 -0.968  0.0593
H 1.888 0.536 0.977  0.1068
H 2.083 0.562 -0.673  0.1045
H 1.241 -1.930 0.904  0.0611
H 1.901 -1.968 -0.761  0.0715
H 2.890 -1.510 0.656  0.0687

SMILES = C=C/C(=C\N)CC
Kohn-Sham gap = 9.0836 eV

=====

Total energy, respectively: -7889.8300 -7883.6267 -7886.9573 -7886.8915 -7888.7796 -7888.8660 -7887.9450 -7885.7409 -7890.3497 -7886.7901 -7887.9435 -7889.3704 eV.